No. 1
A structure of composition C27H37BI2N7O4PtS in a non-equilibrium geometry, computed with ωB97M-V with the def2-TZVPD basis set.

Each line ends with the Mulliken charge.
CARTESIAN COORDINATES (ANGSTROEM)
Pt 0.6445 0.8879 -0.6393  2.01
C 0.7753 -3.9560 -1.1719  -1.75
C 0.3814 -3.0598 0.0119  1.89
C -0.0168 -3.9483 1.1957  -1.85
C -0.7649 -2.1611 -0.3479  -0.70
C -2.0496 -2.6210 -0.6528  -0.76
C -2.7989 -1.4975 -0.9161  -1.06
N -2.0202 -0.4225 -0.7640  0.50
N -0.7717 -0.8140 -0.4053  0.63
B -2.4249 1.0199 -1.0935  -0.17
N -1.9562 2.0025 0.0061  0.01
C -2.6853 2.8001 0.7975  -0.52
C -1.8448 3.7173 1.3962  -1.34
C -0.5611 3.4328 0.9087  -0.35
N -0.6631 2.3990 0.0676  0.63
C 0.7023 4.2056 1.1856  0.87
C 0.8710 4.4195 2.6958  -1.43
C 1.9764 3.5806 0.5972  -0.50
N -1.7030 1.3931 -2.4005  0.73
C -2.2141 1.6028 -3.6195  -0.28
C -1.1816 1.9338 -4.4712  -1.23
C -0.0198 1.9056 -3.6914  -0.42
N -0.3663 1.5719 -2.4390  -0.11
C 1.3748 2.2489 -4.1539  0.65
C 2.3000 2.6195 -2.9953  -1.04
C 1.9731 1.1078 -4.9892  -1.35
H 1.5622 -4.6472 -0.8628  0.43
H -0.0838 -4.5390 -1.5106  0.32
H 1.1476 -3.3837 -2.0169  0.24
H 1.2408 -2.4634 0.2989  -0.22
H -0.7387 -4.7036 0.8753  0.38
H 0.8631 -4.4667 1.5849  0.46
H -0.4606 -3.3675 2.0042  0.29
H -2.3806 -3.6487 -0.6763  0.60
H -3.8359 -1.4016 -1.2065  0.53
H -3.6138 1.0792 -1.2237  -0.08
H -3.7553 2.6779 0.8846  0.56
H -2.1153 4.5040 2.0842  0.48
H 0.5592 5.1834 0.7227  0.60
H 0.9028 3.4550 3.2055  0.24
H 1.8027 4.9539 2.8921  0.42
H 0.0511 5.0056 3.1161  0.41
H 2.4452 2.9113 1.3183  0.13
H 1.7652 3.0059 -0.3153  -0.61
H 2.6937 4.3534 0.3194  0.50
H -3.2759 1.5073 -3.7979  0.52
H -1.2380 2.1613 -5.5254  0.53
H 1.2693 3.1198 -4.8013  0.59
H 2.3659 1.7880 -2.2836  -0.34
H 3.3087 2.8218 -3.3588  0.54
H 1.9398 3.5093 -2.4742  0.32
H 2.0655 0.2006 -4.3916  0.15
H 1.3474 0.8858 -5.8560  0.36
H 2.9653 1.3908 -5.3501  0.45
C -2.5836 -3.8847 5.0854  -1.52
C -1.5708 -2.9341 4.5087  0.79
C -0.2052 -3.1698 4.6747  -0.68
C 0.7321 -2.2942 4.1589  -0.69
C 0.2921 -1.1744 3.4606  0.79
C -1.0598 -0.9141 3.2745  -0.30
C -1.9813 -1.8056 3.7921  -0.73
S 1.4740 0.0395 3.0037  0.01
O 2.0713 -0.7870 1.5247  -0.12
O 0.7500 1.2265 2.5641  -0.25
N 2.2580 -0.0615 0.4662  -0.19
C 3.2442 -0.6117 -0.3416  -1.12
C 2.5987 -1.2471 -1.7190  0.35
O 3.2101 -2.1533 -2.1918  -0.58
O 1.5336 -0.6283 -2.0756  -0.47
H -2.2022 -4.3646 5.9861  0.40
H -2.8177 -4.6708 4.3633  0.30
H -3.5129 -3.3707 5.3293  0.39
H 0.1257 -4.0440 5.2243  0.42
H 1.7944 -2.4781 4.2998  0.48
H -1.3719 -0.0198 2.7460  0.42
H -3.0411 -1.6168 3.6570  0.41
H 3.8265 -1.3827 0.1436  0.39
H 3.8639 0.1884 -0.7563  0.48
I -0.4789 -1.6292 -3.8656  0.36
I -2.7034 -2.4734 -5.0798  -0.15

Results
- Total charge: +1
- LUMO level (alpha / beta): -5.570 / -5.573 eV
- E_HOMO (alpha / beta): -10.8 / -10.8 eV
- Total energy: -2872.78168 Eh
- HOMO-LUMO gap (alpha / beta): 5.24 / 5.24 eV

No. 2
An isolated molecule of C19H22O5S in a non-equilibrium geometry, computed with ωB97M-V with the def2-TZVPD basis set.

Each line ends with the Mulliken charge.
CARTESIAN COORDINATES (ANGSTROEM)
C -1.1561 3.8206 -0.4602  -1.82
C -0.6964 2.4660 -1.1796  -0.47
H 0.2694 2.6761 -1.6288  0.37
H -1.3603 2.1169 -1.9560  0.50
O -0.2354 1.3423 -0.5236  -0.03
C -1.2365 0.7482 0.0283  -1.28
C -0.6730 -0.1035 1.0343  1.18
C -1.6821 -1.2694 1.7414  -1.06
C -1.2491 -1.8584 3.0715  0.16
C -2.4452 -2.7760 3.6005  -1.36
O -3.4648 -2.0916 4.1755  -0.53
H -3.8261 -1.7709 3.2630  0.40
H -2.0815 -3.3363 4.3578  0.62
H -2.5909 -3.5167 2.9785  0.60
H -0.3614 -2.4605 2.9241  0.26
H -1.1644 -0.8571 3.7964  0.19
H -2.1401 -1.9054 0.9239  0.26
H -2.6467 -0.4413 1.8687  0.26
H -0.1986 0.2013 2.0494  0.40
C 0.4422 -1.0424 0.5066  0.30
C 0.0139 -1.6387 -0.9367  -1.26
C -1.0489 -0.8518 -1.3934  0.58
O -1.8341 0.0366 -0.8275  -0.51
C -1.6021 -1.3459 -2.7217  0.07
O -0.9771 -2.6908 -3.2700  -0.64
O -2.7107 -0.8726 -3.2084  -0.48
H -3.0167 -1.1891 -4.2762  0.46
H 0.5078 -2.4213 -1.2594  0.91
C 1.7942 -0.3259 0.4100  0.02
C 2.4016 -0.2809 1.5983  -0.74
S 4.0013 0.4883 1.5644  -0.24
C 3.7246 0.6665 -0.2918  -0.52
C 4.4847 1.4525 -1.0528  -0.73
C 4.1073 1.5288 -2.5587  -0.29
C 2.9514 0.9594 -2.9415  -1.71
C 2.1617 0.2684 -1.7944  0.45
C 2.4987 -0.0018 -0.6693  0.64
H 1.1412 0.0499 -2.2907  0.04
H 2.7099 1.0284 -3.8766  0.62
H 4.8844 2.1826 -3.0360  0.29
H 5.2611 2.0163 -0.7514  0.60
H 2.2598 -0.4434 2.6389  0.45
H 0.6242 -2.0057 0.9740  0.99
H -2.0643 1.3271 0.4247  0.57
H -1.8847 3.5220 0.0134  0.61
H -0.5106 4.0234 0.2345  0.55
H -1.3817 4.5755 -1.2731  0.32

Results
- Energy relative to the best compared isomer or geometry (same formula, charge and spin): 348.8 kcal per mole
- LUMO level: -0.211 eV
- E_HOMO: -7.8 eV
- SMILES: CCO[C@H]1OC(C(=O)O)=C[C@@H](c2csc3ccccc23)[C@@H]1CCCO
- Total energy: -1511.05363 Eh
- HOMO-LUMO gap: 7.63 eV

No. 3
An isolated molecule of CH3NO2 in a non-equilibrium geometry, computed with ωB97M-V with the def2-TZVPD basis set.

Each line ends with the Mulliken charge.
CARTESIAN COORDINATES (ANGSTROEM)
C -0.6951 0.3788 -0.0400  -0.27
N 0.0199 -0.6995 0.0549  0.00
O 1.5964 0.7653 -0.0226  -0.58
O 1.4005 -0.5800 -0.0192  0.00
H -0.2919 1.3479 -0.0888  0.30
H -1.7090 0.4235 0.1877  0.29
H -0.3208 -1.6360 -0.0721  0.26

Results
- Energy relative to the best compared isomer or geometry (same formula, charge and spin): 173.7 kcal per mole
- LUMO level (alpha / beta): 0.085 / 0.086 eV
- E_HOMO (alpha / beta): -8.2 / -8.2 eV
- Total energy: -244.90240 Eh
- HOMO-LUMO gap (alpha / beta): 8.29 / 8.29 eV

No. 4
A structure of composition C41H38Cl3F3Ge2MoN3S2, computed with ωB97M-V with the def2-TZVPD basis set.

Each line ends with the Mulliken spin population.
CARTESIAN COORDINATES (ANGSTROEM)
Mo -0.1972 -0.2451 1.6106  3.20
C 2.2131 -2.4001 1.5198  0.05
N 1.8224 -1.2492 2.3584  -0.11
C 2.7920 -0.1421 2.1708  0.03
C 2.2852 1.1395 2.8035  -0.03
N 1.1136 1.6427 2.0487  -0.01
C 1.5840 2.3943 0.8608  -0.01
C 0.2756 2.5722 2.8082  0.06
C 0.8402 3.4565 3.7118  -0.01
C 0.0465 4.3890 4.3652  0.01
C -1.3113 4.4405 4.0941  0.00
C -1.8735 3.5561 3.1873  0.01
C -1.0933 2.6059 2.5349  -0.03
S -1.8652 1.4521 1.4342  0.01
C 1.8062 -1.6415 3.7782  0.08
C 2.8904 -2.3274 4.3163  -0.01
C 2.9007 -2.6982 5.6488  0.01
C 1.8144 -2.3736 6.4528  -0.01
C 0.7482 -1.6744 5.9254  0.02
C 0.7280 -1.2854 4.5810  -0.03
S -0.6262 -0.3463 3.9928  0.00
H 2.2477 -2.0769 0.4846  0.01
H 1.4786 -3.1942 1.6415  -0.01
H 3.2031 -2.7798 1.7807  0.01
H 2.9302 -0.0049 1.0952  -0.02
H 3.7629 -0.4154 2.5982  0.01
H 3.0890 1.8832 2.8070  0.00
H 1.9809 0.9552 3.8340  0.00
H 2.1413 3.2788 1.1830  0.00
H 0.7265 2.7019 0.2690  0.03
H 2.2346 1.7726 0.2495  -0.01
H 1.9018 3.4243 3.9205  0.00
H 0.4914 5.0673 5.0807  0.00
H -1.9407 5.1583 4.6037  0.00
H -2.9387 3.5693 2.9957  0.00
H 3.7419 -2.5838 3.6994  0.00
H 3.7455 -3.2395 6.0525  0.00
H 1.8009 -2.6692 7.4938  0.00
H -0.1013 -1.4167 6.5441  0.00
F 1.3363 -5.7646 -3.6125  0.00
C 2.2970 -5.0908 -2.9712  0.00
F 3.3007 -4.8785 -3.8351  0.00
F 2.7661 -5.8805 -1.9935  0.00
C 1.7753 -3.7926 -2.4074  -0.01
C 2.5976 -2.6804 -2.3194  0.01
C 2.0948 -1.5181 -1.7815  0.00
N 0.8291 -1.4403 -1.3235  -0.15
C 0.0307 -2.5179 -1.4055  0.03
C 0.4735 -3.7052 -1.9415  0.01
H 3.6147 -2.6997 -2.6830  0.00
H 2.6785 -0.6125 -1.7076  0.00
H -0.9773 -2.4015 -1.0344  0.02
H -0.2123 -4.5402 -1.9791  0.00
C 0.3194 -0.2133 -0.7222  -0.09
Ge -1.1152 0.5820 -1.8854  -0.07
C -0.8682 0.0996 -3.8015  0.00
C -0.0952 -0.8956 -4.3938  0.00
C -0.0777 -1.0804 -5.7733  0.00
C -0.8400 -0.2687 -6.5947  0.00
C -1.6259 0.7261 -6.0275  0.00
C -1.6379 0.9002 -4.6537  0.00
C -0.7107 2.5000 -1.9501  0.02
C -1.4619 3.5356 -1.3993  0.01
C -1.0289 4.8530 -1.4814  0.00
C 0.1657 5.1591 -2.1166  0.00
C 0.9159 4.1434 -2.6921  0.00
C 0.4711 2.8316 -2.6163  0.00
C -2.9617 0.0163 -1.6223  0.00
C -3.3395 -1.1672 -2.2590  0.00
C -4.6459 -1.6266 -2.2072  0.00
C -5.6083 -0.8923 -1.5331  0.00
C -5.2567 0.2963 -0.9119  0.00
C -3.9443 0.7453 -0.9524  0.00
H 1.1270 0.5105 -0.8574  -0.01
H 0.5054 -1.5677 -3.7998  0.00
H 0.5317 -1.8673 -6.2010  0.00
H -0.8291 -0.4120 -7.6674  0.00
H -2.2323 1.3649 -6.6570  0.00
H -2.2646 1.6815 -4.2349  0.00
H -2.3784 3.3241 -0.8690  0.00
H -1.6251 5.6408 -1.0390  0.00
H 0.5056 6.1853 -2.1723  0.00
H 1.8399 4.3743 -3.2075  0.00
H 1.0568 2.0513 -3.0944  0.00
H -2.6104 -1.7419 -2.8217  0.00
H -4.9077 -2.5603 -2.6876  0.00
H -6.6297 -1.2476 -1.4879  0.00
H -6.0035 0.8736 -0.3822  0.00
H -3.6931 1.6563 -0.4310  0.00
Cl -0.8087 -3.8901 2.8705  0.00
Ge -1.8361 -2.2600 1.7440  -0.02
Cl -3.6711 -1.9436 2.8759  0.00
Cl -2.7244 -3.5900 0.1720  -0.01

Results
- Energy relative to the best compared isomer or geometry (same formula, charge and spin): 0.0 kcal per mole
- LUMO level (alpha / beta): -1.329 / -1.291 eV
- Multiplicity: 4
- E_HOMO (alpha / beta): -7.0 / -7.6 eV
- <S²>: 3.78
- Total energy: -8448.18181 Eh
- HOMO-LUMO gap (alpha / beta): 5.69 / 6.28 eV

No. 5
A structure of composition C8H19N5O3W in a non-equilibrium geometry, computed with ωB97M-V with the def2-TZVPD basis set.

Each line ends with the Mulliken charge.
CARTESIAN COORDINATES (ANGSTROEM)
W -0.1314 0.1789 -0.4392  1.84
N 1.4658 -0.0838 1.0379  -0.61
C 1.1898 -0.9217 2.2784  -0.56
C 0.2298 -1.9887 1.8201  -0.48
N -0.8573 -1.3384 0.9736  -0.40
C -2.0279 -0.7384 1.7548  -0.58
C -1.6932 0.6551 2.2168  -0.48
N -1.2389 1.4331 0.9677  -0.68
H 2.2287 -0.5397 0.5272  0.45
H 1.8667 0.8249 1.3117  0.36
H 0.8018 -0.2746 3.0590  0.26
H 2.1306 -1.3367 2.6440  0.46
H -0.2373 -2.5435 2.6362  0.45
H 0.7258 -2.7203 1.1755  0.36
H -1.2799 -2.0925 0.4272  0.43
H -2.2859 -1.4081 2.5785  0.46
H -2.8817 -0.7344 1.0695  0.40
H -0.8947 0.7164 2.9495  0.20
H -2.5639 1.1615 2.6389  0.47
H -0.7701 2.2999 1.2607  0.35
H -2.1052 1.7436 0.5095  0.48
N -0.5891 1.9250 -1.6630  -0.51
C 0.7816 2.5270 -1.9690  -0.57
C 1.4689 1.3693 -2.6461  0.53
O 1.8838 1.2320 -3.7201  -0.23
N 1.2418 0.1035 -1.7328  -0.18
C 1.3224 -1.1771 -2.4993  -0.35
C 0.0836 -2.0202 -2.2196  0.25
O -0.1997 -3.1141 -2.1733  -0.08
O -1.0269 -0.8836 -1.5263  -0.54
H -1.0090 1.6188 -2.5508  0.37
H -1.2066 2.6579 -1.3028  0.39
H 1.2776 2.7922 -1.0270  0.35
H 0.7109 3.4260 -2.5864  0.46
H 2.1748 -1.8034 -2.2093  0.45
H 1.4140 -0.9460 -3.5720  0.46

Results
- Energy relative to the best compared isomer or geometry (same formula, charge and spin): 46.0 kcal per mole
- Total charge: +4
- LUMO level: -18.053 eV
- E_HOMO: -26.1 eV
- Total energy: -881.04532 Eh
- HOMO-LUMO gap: 8.05 eV

No. 6
A structure of composition C13H22N6STc, computed with ωB97M-V with the def2-TZVPD basis set.

Each line ends with the Mulliken spin population.
CARTESIAN COORDINATES (ANGSTROEM)
Tc -0.6738 -0.0404 0.0921  1.21
C 0.9263 2.3515 1.2119  0.01
C 1.9077 1.5984 0.3323  -0.01
N 1.6144 0.1474 0.2929  -0.01
C 2.1197 -0.6738 1.4169  -0.01
C 1.3197 -0.5258 2.7030  0.01
S -0.4977 -0.5500 2.4336  -0.02
C -1.0160 1.0408 3.1781  0.01
C -1.3293 2.1234 2.1463  -0.01
N -0.4950 1.9944 0.9187  -0.01
H 1.0779 3.4256 1.0922  0.00
H 1.1127 2.1330 2.2598  0.00
H 2.9263 1.7924 0.6808  0.00
H 1.8413 1.9607 -0.6947  0.00
H 2.0497 -0.2172 -0.5491  0.01
H 3.1685 -0.4444 1.6284  0.00
H 2.0744 -1.7106 1.0822  0.00
H 1.5646 0.3873 3.2398  0.00
H 1.5533 -1.3560 3.3675  0.00
H -0.2390 1.3346 3.8816  0.00
H -1.9069 0.8251 3.7650  0.00
H -1.1832 3.1066 2.6017  0.00
H -2.3691 2.0542 1.8389  0.00
H -0.8540 2.6705 0.2507  0.00
N -0.4033 -3.3232 -2.4740  0.01
C -0.5899 -4.1301 -1.3749  0.00
C -0.6919 -3.2976 -0.3043  0.00
N -0.5695 -1.9988 -0.7378  -0.05
C -0.3987 -2.0487 -2.0529  0.01
C -0.2714 -0.7867 -2.7486  0.04
N -0.3365 0.3200 -2.0201  0.01
C -0.2313 1.3719 -2.8986  0.00
C -0.1001 0.8860 -4.1623  0.00
N -0.1231 -0.4836 -4.0489  0.00
H -0.3006 -3.6541 -3.4205  0.00
H -0.6366 -5.2017 -1.4552  0.00
H -0.8567 -3.5431 0.7305  0.00
H -0.2719 2.3990 -2.5811  0.00
H 0.0033 1.3803 -5.1119  0.00
H -0.0531 -1.1275 -4.8212  0.00
C -2.5411 -0.0615 0.0941  -0.23
H -3.1643 0.8358 0.1628  0.02
H -3.1559 -0.9641 0.0541  0.02

Results
- Energy relative to the best compared isomer or geometry (same formula, charge and spin): 0.0 kcal per mole
- Total charge: +2
- LUMO level (alpha / beta): -5.986 / -6.483 eV
- Multiplicity: 2
- E_HOMO (alpha / beta): -14.8 / -14.5 eV
- <S²>: 0.79
- Total energy: -1315.60329 Eh
- HOMO-LUMO gap (alpha / beta): 8.83 / 7.99 eV

> The highest total energy belongs to which entry?

CH3NO2

What did the sixth record say?
A structure of composition C13H22N6STc, computed with ωB97M-V with the def2-TZVPD basis set.

Each line ends with the Mulliken spin population.
CARTESIAN COORDINATES (ANGSTROEM)
Tc -0.6738 -0.0404 0.0921  1.21
C 0.9263 2.3515 1.2119  0.01
C 1.9077 1.5984 0.3323  -0.01
N 1.6144 0.1474 0.2929  -0.01
C 2.1197 -0.6738 1.4169  -0.01
C 1.3197 -0.5258 2.7030  0.01
S -0.4977 -0.5500 2.4336  -0.02
C -1.0160 1.0408 3.1781  0.01
C -1.3293 2.1234 2.1463  -0.01
N -0.4950 1.9944 0.9187  -0.01
H 1.0779 3.4256 1.0922  0.00
H 1.1127 2.1330 2.2598  0.00
H 2.9263 1.7924 0.6808  0.00
H 1.8413 1.9607 -0.6947  0.00
H 2.0497 -0.2172 -0.5491  0.01
H 3.1685 -0.4444 1.6284  0.00
H 2.0744 -1.7106 1.0822  0.00
H 1.5646 0.3873 3.2398  0.00
H 1.5533 -1.3560 3.3675  0.00
H -0.2390 1.3346 3.8816  0.00
H -1.9069 0.8251 3.7650  0.00
H -1.1832 3.1066 2.6017  0.00
H -2.3691 2.0542 1.8389  0.00
H -0.8540 2.6705 0.2507  0.00
N -0.4033 -3.3232 -2.4740  0.01
C -0.5899 -4.1301 -1.3749  0.00
C -0.6919 -3.2976 -0.3043  0.00
N -0.5695 -1.9988 -0.7378  -0.05
C -0.3987 -2.0487 -2.0529  0.01
C -0.2714 -0.7867 -2.7486  0.04
N -0.3365 0.3200 -2.0201  0.01
C -0.2313 1.3719 -2.8986  0.00
C -0.1001 0.8860 -4.1623  0.00
N -0.1231 -0.4836 -4.0489  0.00
H -0.3006 -3.6541 -3.4205  0.00
H -0.6366 -5.2017 -1.4552  0.00
H -0.8567 -3.5431 0.7305  0.00
H -0.2719 2.3990 -2.5811  0.00
H 0.0033 1.3803 -5.1119  0.00
H -0.0531 -1.1275 -4.8212  0.00
C -2.5411 -0.0615 0.0941  -0.23
H -3.1643 0.8358 0.1628  0.02
H -3.1559 -0.9641 0.0541  0.02

Results
- Energy relative to the best compared isomer or geometry (same formula, charge and spin): 0.0 kcal per mole
- Total charge: +2
- LUMO level (alpha / beta): -5.986 / -6.483 eV
- Multiplicity: 2
- E_HOMO (alpha / beta): -14.8 / -14.5 eV
- <S²>: 0.79
- Total energy: -1315.60329 Eh
- HOMO-LUMO gap (alpha / beta): 8.83 / 7.99 eV